DFT (ωB97M-V with the def2-TZVPD basis set) results for C15H44F2N3O13PSSi2 as an isolated structure.

Its molecular weight is 631.73 Da. The HOMO energy is -0.329 Eh.

Geometry as ORCA input:
```
! wB97M-V def2-TZVPD RIJCOSX def2/J DEFGRID3
* xyz 0 1
H 4.548 -3.625 1.797
H -8.386 4.274 -1.289
C -7.692 3.443 -1.139
H 5.300 4.854 0.179
C 1.445 -4.774 6.503
O 3.702 0.125 -0.979
Si -0.069 -0.721 -1.368
H 4.103 -5.961 3.345
H 4.991 -0.698 2.445
N -4.663 -0.457 -0.139
H 7.912 -2.806 1.668
H -7.302 3.104 -2.103
H 4.118 -1.467 3.793
O 5.110 4.161 -1.741
C 3.965 -4.902 3.134
H 1.053 1.166 -2.561
O -8.360 2.371 -0.490
H 5.094 6.112 -1.063
F -4.393 -0.091 -3.194
H 3.628 0.153 3.210
H -5.338 2.259 0.729
H 3.788 2.615 -1.097
H 2.081 2.867 -1.806
H 9.272 -3.659 0.898
H -9.085 2.097 -1.064
O 4.689 -4.568 1.959
C 0.248 -2.557 -1.885
H 2.079 -0.333 -2.713
H 4.340 -4.314 3.974
H -11.498 4.130 -2.251
O -4.885 2.195 -0.138
C 2.416 0.813 -0.858
H -0.536 -3.242 -1.444
O -10.891 2.250 -2.802
H -2.223 1.031 1.566
H 1.915 -2.882 -0.637
O 7.414 -4.387 0.438
H -0.634 2.357 0.614
F -0.836 2.113 -4.084
O 3.130 -1.429 1.981
H 2.279 -1.529 2.422
H 2.076 0.630 0.202
C -0.149 -0.817 1.739
H 5.358 4.450 -2.627
N -3.051 1.948 -2.931
H 2.912 -3.521 6.711
C -0.270 -0.752 0.519
P -3.842 0.877 0.019
N 1.647 -2.994 -1.618
C -2.074 2.678 -3.737
Si -2.244 1.148 -1.501
C 1.433 0.265 -1.991
C 4.017 -0.824 2.914
H -12.500 3.346 -3.495
H -5.640 -0.175 -0.324
H -10.885 1.711 -3.601
O -3.196 0.924 1.585
H 6.654 5.250 -0.906
O -2.329 3.772 -4.128
H -6.866 3.772 -0.512
C -3.496 0.819 -3.757
O 2.687 -4.221 6.086
C 2.669 2.399 -0.961
H 2.297 -2.478 -2.226
O -1.579 -0.295 -2.088
H 1.542 -5.188 7.509
H 0.110 -2.614 -3.014
H 6.560 -4.488 0.879
C 5.568 5.155 -0.834
C 8.298 -3.785 1.370
O -3.119 0.598 -4.867
C -11.479 3.500 -3.140
H 2.902 -4.699 2.980
H 0.672 -4.001 6.492
H -0.027 -1.193 2.790
H -10.886 3.990 -3.916
H 3.481 -0.791 -0.704
H 2.285 2.871 0.001
H 8.404 -4.426 2.249
S -0.836 2.572 -0.736
H 1.167 -5.569 5.812
*
```